*one*
DFT (wB97M-V/def2-TZVPD) results for 2 unconnected molecules or ions with the total composition C5H13NO2.

Last column: Löwdin charge in e.
Cartesian coordinates (Å):
C  0.76689  2.83205  -0.23456  -0.261
C  2.22581  3.23844  -0.04129  -0.176
C  0.73591  1.51261  -1.14385  -0.187
N  0.47019  0.24864  -0.21047  -0.092
C  -1.00670  0.05058  0.07749  -0.170
C  -0.94893  -0.80947  1.35333  -0.274
O  -1.89097  -1.04846  2.04602  0.059
H  0.18728  3.61020  -0.91613  0.121
H  0.08163  2.69487  0.76317  0.142
H  2.98356  2.32543  -0.01082  0.099
H  2.41159  3.63051  1.01289  0.069
H  2.69002  4.04113  -0.74883  0.094
H  1.73881  1.23369  -1.53881  0.097
H  0.06730  1.24460  -1.96112  0.090
H  0.90598  -0.43962  -0.71818  0.041
H  -1.62384  -0.32054  -0.73702  0.111
H  -1.51827  0.97510  0.42608  0.119
H  0.03202  -1.34245  1.37439  0.117
H  0.07942  -5.63424  -1.20011  0.013
H  -0.68755  -4.35960  -0.93598  0.003
O  -0.76867  -5.24465  -1.22139  -0.017

Values from the calculation:
Charge: 0
Highest occupied orbital energy in eV: -9.5
Kohn-Sham gap in eV: 10.00
SMILES: CCCNCC=O.O



*two*
DFT (wB97M-V/def2-TZVPD) results for 2 unconnected molecules or ions with the total composition C5H13NO2.

Last column: Löwdin charge in e.
Cartesian coordinates (Å):
O  0.48055  3.55530  -1.36481  0.018
C  0.07247  3.22805  -0.27386  -0.369
N  -0.03492  1.93395  0.14304  0.015
C  -0.01768  0.86033  -0.85437  -0.191
C  0.41355  -0.50183  -0.34140  -0.199
C  1.92147  -0.65399  -0.09882  -0.257
C  2.40439  0.06041  1.16837  -0.109
H  -0.36805  3.94935  0.43326  0.128
H  -0.15016  1.74808  1.10740  0.115
H  0.57179  1.17485  -1.71303  0.118
H  -1.04382  0.83378  -1.21099  0.117
H  0.02952  -1.28537  -0.98972  0.109
H  -0.02870  -0.60843  0.65712  0.106
H  2.16675  -1.71125  0.04433  0.100
H  2.47832  -0.35538  -0.98795  0.105
H  2.11794  1.11128  1.11451  0.054
H  1.87075  -0.35540  2.02395  0.072
H  3.47225  0.00362  1.33356  0.067
H  -5.44416  -4.87391  0.50058  0.034
H  -5.14811  -4.01681  -0.71452  0.032
O  -5.76417  -4.09662  0.02333  -0.066

Values from the calculation:
Charge: 0
Highest occupied orbital energy in eV: -9.6
Kohn-Sham gap in eV: 10.24
SMILES: CCCCNC=O.O



Least stable of them? *one*.



*one*
DFT (wB97M-V/def2-TZVPD) results for 2 unconnected molecules or ions with the total composition C5H13NO2.

Last column: Löwdin charge in e.
Cartesian coordinates (Å):
C  0.75393  -0.88855  -0.43361  -0.447
C  1.27347  -1.64839  -1.63626  -0.099
C  -0.64795  -0.07823  -0.84961  -0.057
C  0.52994  -1.77273  0.77093  -0.093
H  1.44784  -0.08746  -0.17384  0.095
H  1.49343  -2.06278  1.19757  0.081
H  0.66054  -2.52527  -1.84236  0.076
H  1.28091  -1.01525  -2.51879  0.072
H  2.29509  -1.98073  -1.45301  0.078
H  -1.39271  0.31419  -0.16045  0.041
H  -0.38904  0.61079  -1.65923  0.073
H  -1.24467  -0.88255  -1.28167  0.062
H  -0.00118  -1.22763  1.55818  0.061
H  -0.07216  -2.64907  0.52122  0.079
N  -0.92447  2.68626  0.88591  -0.034
C  -0.05579  1.69826  1.28838  -0.376
O  -2.30198  2.44414  0.94506  -0.041
O  1.14319  1.79563  1.12481  0.030
H  -2.66593  3.02734  1.63033  0.108
H  -0.65647  3.22111  0.06705  0.151
H  -0.52599  1.02091  2.01939  0.140

Values from the calculation:
Charge: 0
Highest occupied orbital energy in eV: -10.2
Kohn-Sham gap in eV: 10.88
SMILES: CC(C)C.O=CNO



*two*
DFT (wB97M-V/def2-TZVPD) results for 2 unconnected molecules or ions with the total composition C5H13NO2.

Last column: Löwdin charge in e.
Cartesian coordinates (Å):
C  -2.07881  -0.22028  -0.71141  -0.258
O  -2.44595  -1.57673  -0.36942  -0.084
C  -0.64902  -0.17038  -1.22202  -0.187
C  0.34989  -0.62329  -0.13219  -0.234
C  0.05957  -0.21922  1.27116  -0.166
C  0.67053  0.78688  1.89937  -0.223
N  0.67533  1.08551  3.23939  0.050
H  -2.18617  0.33889  0.22117  0.105
H  -2.86096  0.10378  -1.41640  0.119
H  -1.96135  -1.77320  0.42886  0.047
H  -0.51899  -0.85751  -2.07604  0.112
H  -0.40681  0.86101  -1.52467  0.116
H  1.32281  -0.19689  -0.42293  0.095
H  0.56261  -1.70995  -0.15363  0.117
H  -0.56522  -0.88629  1.87576  0.104
H  1.38927  1.31822  1.26170  0.124
H  0.27668  0.42520  3.87303  0.082
H  0.97986  1.98193  3.56655  0.081
H  3.13434  0.72607  -3.54739  0.048
H  1.92114  -0.12743  -3.06913  0.020
O  2.33127  0.73367  -2.99176  -0.068

Values from the calculation:
Charge: 0
Highest occupied orbital energy in eV: -8.0
Kohn-Sham gap in eV: 8.84
SMILES: N/C=C/CCCO.O



Least stable of them? *one*.



*one*
DFT (wB97M-V/def2-TZVPD) results for 2 unconnected molecules or ions with the total composition C5H13NO2.

Last column: Löwdin charge in e.
Cartesian coordinates (Å):
C  -1.63104  1.30395  0.25912  -0.116
N  -0.96275  0.03644  -0.10946  -0.087
C  2.10227  0.88005  1.48466  -0.084
C  1.45347  -0.31325  0.72384  -0.185
C  0.46605  0.22834  -0.31096  -0.367
C  0.87112  -0.29487  -1.69215  -0.224
O  1.81339  0.17014  -2.28169  0.041
H  -2.69800  1.04223  0.14095  0.078
H  -1.23888  2.16425  -0.33046  0.089
H  -1.49850  1.67766  1.29309  0.072
H  -1.20454  -0.73099  0.50743  0.102
H  1.44243  1.27532  2.24151  0.071
H  2.46731  1.53361  0.70505  0.069
H  3.02715  0.54963  1.95957  0.067
H  0.86476  -0.87553  1.48541  0.114
H  2.12898  -1.02531  0.23299  0.112
H  0.62496  1.31591  -0.43980  0.131
H  0.22142  -1.05649  -2.28520  0.143
H  -3.03450  -3.22440  -1.62106  0.033
H  -2.60675  -1.85803  -1.09107  0.012
O  -2.60834  -2.79865  -0.87178  -0.072

Values from the calculation:
Charge: 0
Highest occupied orbital energy in eV: -9.0
Kohn-Sham gap in eV: 9.80
SMILES: CC[C@@H](C=O)NC.O



*two*
DFT (wB97M-V/def2-TZVPD) results for 3 unconnected molecules or ions with the total composition C5H13NO2.

Last column: Löwdin charge in e.
Cartesian coordinates (Å):
N  0.16618  -0.91121  -1.72447  0.138
C  -0.27010  -0.00268  -0.95611  -0.419
C  -1.55171  -0.25603  -0.19192  -0.027
C  1.15298  3.10273  0.82726  -0.104
C  0.10913  2.20350  0.21964  -0.133
C  0.50897  1.20148  -0.54430  -0.075
H  1.01969  -0.63160  -2.20978  0.067
H  -0.38382  -3.15417  -1.97250  -0.009
H  -1.18936  -0.55633  0.78325  0.049
H  -2.12849  0.66157  -0.14489  0.075
H  2.14673  2.92317  0.44282  0.068
H  1.24823  2.98189  1.90954  0.077
H  0.90103  4.16095  0.72799  0.073
H  -0.88569  2.54831  0.45274  0.106
H  1.56263  1.02799  -0.72684  0.108
H  -0.26035  -1.43073  1.88739  -0.007
H  0.35002  -4.06736  -1.18756  0.025
O  0.16632  -3.93860  -2.12848  -0.091
H  -0.02933  -2.54700  3.00704  0.039
H  -2.12625  -1.02892  -0.68865  0.085
O  -0.50681  -2.28698  2.21782  -0.046

Values from the calculation:
Charge: 0
Highest occupied orbital energy in eV: -9.9
Kohn-Sham gap in eV: 10.43
SMILES: [H]/N=C(C)\C=C\C.O.O



Least stable of them? *one*.



*one*
DFT (wB97M-V/def2-TZVPD) results for 3 unconnected molecules or ions with the total composition C5H13NO2.

Last column: Löwdin charge in e.
Cartesian coordinates (Å):
C  -0.59927  -1.55697  -0.36770  -0.106
N  -2.53970  0.34531  0.36282  0.043
C  -1.46358  0.75362  -0.43632  -0.128
C  -0.42857  -0.11630  -0.70021  -0.349
C  0.72586  0.37935  -1.36835  -0.154
C  0.99180  1.68075  -1.68526  0.009
H  -1.01682  -2.30849  -1.19983  0.121
H  -1.11322  -1.91456  0.52842  0.060
H  0.29250  -2.25108  -0.22088  0.081
H  -2.76859  -0.64590  0.56994  0.095
H  -3.26351  1.03350  0.60305  0.093
H  -1.55492  1.81971  -0.61270  0.119
H  1.54096  -0.29401  -1.67492  0.116
H  0.36741  2.41397  -1.32325  0.014
H  1.74644  2.00929  -2.29505  0.019
H  1.56795  1.17894  1.08142  0.071
H  0.30404  0.71798  1.63358  0.049
O  1.23456  0.74046  1.89316  -0.039
H  2.72925  -1.58063  1.88210  -0.047
H  1.35029  -0.81337  1.72362  -0.040
O  1.89710  -1.59155  1.60636  -0.027

Values from the calculation:
Charge: 0
Highest occupied orbital energy in eV: -7.6
Kohn-Sham gap in eV: 8.32
SMILES: C=C/C(C)=C/N.O.O



*two*
DFT (wB97M-V/def2-TZVPD) results for 2 unconnected molecules or ions with the total composition C5H13NO2.

Last column: Löwdin charge in e.
Cartesian coordinates (Å):
C  -0.93565  -0.18072  -0.60357  -0.649
C  0.38204  -0.13178  -1.38072  -0.157
C  1.33127  0.95705  -0.90172  -0.089
C  -0.08502  -1.59207  1.24683  -0.098
C  1.46258  1.38225  1.98638  0.156
N  -0.73125  -0.35151  0.81092  -0.032
O  -1.59772  1.04539  -0.84427  0.029
O  -1.76330  -1.25456  -1.06875  0.014
H  -2.50786  0.95403  -0.53498  0.104
H  -1.84135  -1.18115  -2.02850  0.100
H  -1.61689  -0.22610  1.28805  0.122
H  0.11997  0.03638  -2.42938  0.121
H  0.85015  -1.11504  -1.32219  0.115
H  2.24847  0.97478  -1.49372  0.083
H  0.85905  1.93674  -0.95515  0.081
H  0.96163  -1.58820  0.94490  0.076
H  -0.57060  -2.49296  0.85787  0.080
H  -0.09740  -1.61853  2.33607  0.082
H  0.43127  1.26356  2.36072  -0.074
H  1.64588  0.76450  0.14238  -0.004
H  1.45474  2.41795  1.58881  -0.059

Values from the calculation:
Charge: 0
Highest occupied orbital energy (alpha / beta) in eV: -9.0 / -9.0
Kohn-Sham gap (alpha / beta) in eV: 8.60 / 8.60



Least stable of them? *two*.